# 1
Molecular formula: C21H43O14Zn
Method: DFT, ωB97M-V/def2-TZVPD

CARTESIAN COORDINATES (ANGSTROEM)
Zn (0.77927, 2.92906, 0.16673)
O (0.24259, 0.18103, -0.38515)
H (-0.39060, -0.46961, -0.74608)
C (-3.84749, 4.54582, 3.11354)
O (-3.59292, 3.33903, 3.84206)
C (-2.51598, 2.61071, 3.51327)
O (-1.69373, 2.87540, 2.65987)
O (-2.47683, 1.53777, 4.33960)
C (-1.33539, 0.73254, 4.37583)
H (-4.29796, 4.41631, 2.12946)
H (-3.03312, 5.26362, 3.01523)
H (-4.40108, 5.22239, 3.76461)
H (-0.53889, 1.39480, 4.71513)
H (-1.10814, 0.35882, 3.37744)
H (-1.46982, -0.09869, 5.06798)
C (4.75286, 4.91031, -2.81958)
O (5.45886, 3.77476, -2.41184)
C (4.76042, 2.74673, -1.92704)
O (3.53299, 2.72053, -1.80581)
O (5.65929, 1.79404, -1.61709)
C (5.19389, 0.49644, -1.12264)
H (3.87897, 4.60386, -3.39446)
H (5.35594, 5.62844, -3.37517)
H (4.38133, 5.48492, -1.97112)
H (4.30933, 0.16091, -1.66399)
H (4.99248, 0.57966, -0.05465)
H (5.96738, -0.27081, -1.08850)
C (-4.05146, -3.20477, -0.83945)
O (-4.92901, -4.05341, -0.09822)
C (-6.28447, -3.93277, -0.22411)
O (-6.87097, -2.93488, -0.66576)
O (-6.81129, -5.07858, 0.39069)
C (-8.17576, -5.28280, 0.31450)
H (-4.39584, -3.08997, -1.86723)
H (-3.07519, -3.68917, -0.82106)
H (-3.95049, -2.20510, -0.41689)
H (-8.43481, -5.64171, -0.68157)
H (-8.75069, -4.40223, 0.60111)
H (-8.52416, -6.10495, 0.93962)
C (-3.17003, 4.86430, -3.67114)
C (-2.05411, 3.91478, -3.45583)
O (-1.58777, 3.67722, -2.34660)
C (-1.54853, 3.19254, -4.70817)
H (-3.33863, 5.41929, -2.74828)
H (-4.02231, 4.23699, -3.93227)
H (-3.05001, 5.61997, -4.44744)
H (-1.19548, 3.96065, -5.39626)
H (-2.27571, 2.53832, -5.18910)
H (-0.78073, 2.53664, -4.29784)
C (4.30760, 1.19796, 4.64663)
C (3.37657, 2.26585, 4.12803)
O (2.86999, 2.23929, 2.97919)
C (2.91380, 3.37281, 5.09429)
H (3.91812, 0.74503, 5.55838)
H (5.29102, 1.64934, 4.77790)
H (4.42699, 0.35266, 3.96890)
H (2.58579, 4.21644, 4.48701)
H (3.63534, 3.68930, 5.84750)
H (2.02881, 3.02106, 5.62455)
C (1.74293, -4.02867, -3.82600)
C (1.76407, -3.10954, -5.07062)
O (2.54665, -3.35013, -6.02678)
C (0.76236, -2.01313, -5.10824)
H (2.50285, -4.80966, -3.85215)
H (0.77175, -4.49900, -3.67209)
H (1.91910, -3.44951, -2.91955)
H (1.00529, -1.37760, -5.95982)
H (0.74523, -1.46836, -4.16428)
H (-0.14728, -2.61248, -5.07049)
C (2.58146, -3.85811, 2.60961)
C (1.56877, -4.95243, 2.67977)
O (0.64556, -4.92689, 3.50011)
C (1.66664, -6.08032, 1.65833)
H (2.01567, -2.95066, 2.39860)
H (3.20381, -4.03825, 1.73307)
H (3.12982, -3.88340, 3.55128)
H (0.83997, -6.76424, 1.85065)
H (2.59987, -6.62255, 1.81047)
H (1.49520, -5.76395, 0.62945)

## Properties
- energy above the lowest of the compared OMol25 structures with the same formula, charge and spin (kJ/mol) = 773.0
- Kohn-Sham gap (Ha) = 0.120
- LUMO (eV) = -8.07
- charge = +1

***

# 2
Molecular formula: C28H46ClF2N3O7SSi
Method: DFT, ωB97M-V/def2-TZVPD

CARTESIAN COORDINATES (ANGSTROEM)
C (-6.76835, -0.51145, -0.85109)
C (-6.88147, -1.93568, 0.00811)
C (-5.39501, -2.19328, 0.65281)
C (-4.58492, -3.47920, 0.03855)
C (-4.67065, -3.64927, -1.58795)
C (-3.54596, -2.81539, -2.44169)
N (-2.20853, -2.96720, -1.75809)
C (-1.22390, -1.97489, -1.68707)
N (0.01610, -2.33597, -0.90956)
C (1.23582, -1.53973, -1.30639)
C (2.18738, -2.23119, -2.44750)
C (1.47965, -3.42638, -3.31779)
O (1.69295, -4.70491, -2.89944)
Cl (0.45219, -3.22162, -4.84756)
C (2.17027, -1.47339, 0.08006)
F (2.72726, -2.82633, 0.44581)
F (1.17581, -1.16862, 1.17628)
C (3.40823, -0.41139, -0.00448)
C (3.40328, 0.42986, 1.42502)
Si (5.03301, 1.41710, 1.75900)
C (6.52914, 0.85945, 0.68214)
C (4.60963, 3.29187, 1.39668)
C (5.41667, 1.14690, 3.66707)
C (4.31418, 1.84310, 4.71330)
C (4.51869, 1.63041, 6.35852)
C (5.81109, 0.71863, 6.82573)
C (6.91433, 0.05713, 5.79656)
C (6.70900, 0.26861, 4.17635)
O (0.98256, -0.15465, -1.72002)
C (-0.08246, -0.03808, -2.72285)
C (-0.14141, 1.54908, -3.19487)
S (-1.08015, 1.84399, -4.79039)
O (-2.21487, 2.86147, -4.47749)
O (-0.12413, 2.57104, -5.81434)
N (-1.41575, -0.62554, -2.33535)
C (-2.28698, 0.31012, -1.53913)
C (-1.61396, 0.93462, -0.18386)
C (-2.62615, 2.17413, 0.30097)
O (-2.44756, 3.33127, -0.58878)
C (-3.72363, 3.96896, -0.94658)
C (-3.79788, 4.78635, -2.40162)
O (-4.83451, 4.00782, -0.20665)
H (-7.70267, -0.30464, -1.52601)
H (-6.62112, 0.40023, -0.09490)
H (-5.78425, -0.57907, -1.49680)
H (-7.29615, -2.82858, -0.62889)
H (-7.64420, -1.71544, 0.89982)
H (-5.57584, -2.43714, 1.80744)
H (-4.78002, -1.18116, 0.64860)
H (-3.50427, -3.45784, 0.48617)
H (-5.10649, -4.44878, 0.50050)
H (-4.46494, -4.80376, -1.81219)
H (-5.74301, -3.43861, -2.04776)
H (-3.44776, -3.37899, -3.48965)
H (-3.85823, -1.71843, -2.70121)
H (-2.02189, -3.89384, -1.27717)
H (0.18927, -3.36154, -0.84871)
H (3.21372, -2.64317, -2.05969)
H (2.46212, -1.37224, -3.23003)
H (3.43797, 0.26547, -0.95633)
H (4.43430, -1.02129, -0.00329)
H (2.44596, 1.13576, 1.48506)
H (3.35902, -0.41020, 2.27193)
H (6.99891, -0.09928, 1.16643)
H (7.36468, 1.68379, 0.65091)
H (6.20355, 0.59168, -0.41062)
H (3.52520, 3.55267, 1.79186)
H (4.53358, 3.35680, 0.20725)
H (5.41746, 4.02573, 1.83712)
H (3.38308, 2.47268, 4.33431)
H (3.72953, 2.09427, 7.12015)
H (5.94597, 0.53630, 7.99681)
H (7.83593, -0.60540, 6.13804)
H (7.40784, -0.17775, 3.33718)
H (0.27499, -0.63274, -3.69470)
H (0.99301, 1.84452, -3.42141)
H (-0.49715, 2.28425, -2.35701)
H (-1.53443, 0.64027, -5.35203)
H (-2.71538, 1.23151, -2.16598)
H (-3.26163, -0.27885, -1.18023)
H (-0.55693, 1.44167, -0.34646)
H (-1.56977, 0.12463, 0.66049)
H (-3.71636, 1.69621, 0.25767)
H (-2.41780, 2.48756, 1.40889)
H (-4.44273, 4.22652, -3.20140)
H (-2.70838, 5.05824, -2.80174)
H (-4.32591, 5.84063, -2.23046)
O (4.80327, 1.08680, 9.78027)
H (4.21889, 0.39278, 10.02536)

## Properties
- Kohn-Sham gap (Ha) = 0.040
- LUMO (eV) = -2.98

***

# 3
Molecular formula: C26H27NO4S
Method: DFT, ωB97M-V/def2-TZVPD

CARTESIAN COORDINATES (ANGSTROEM)
C (3.63883, -6.35967, -1.99558)
H (4.53347, -6.25360, -1.38794)
H (3.08938, -7.23195, -1.65189)
H (3.92769, -6.50443, -3.03255)
C (2.76609, -5.11562, -1.86302)
C (1.49237, -5.24293, -2.69869)
H (1.74474, -5.31756, -3.75305)
H (0.84721, -4.38081, -2.54899)
H (0.94788, -6.13602, -2.40096)
H (3.34283, -4.23798, -2.18875)
O (2.45426, -4.99675, -0.48067)
C (2.00411, -3.82234, 0.02757)
C (1.65989, -3.85256, 1.38138)
C (1.19622, -2.72014, 2.01407)
C (1.06863, -1.51929, 1.32415)
C (1.41877, -1.48860, -0.01785)
C (1.87589, -2.62251, -0.66556)
H (2.12775, -2.54667, -1.71134)
H (1.32545, -0.57200, -0.57754)
C (0.54443, -0.29005, 2.03032)
N (-0.65743, 0.23068, 1.37672)
C (-0.66271, 1.09657, 0.34348)
O (0.30619, 1.39806, -0.31814)
C (-2.03877, 1.71711, 0.10595)
C (-2.04001, 3.01476, 0.86413)
C (-1.10957, 3.99867, 0.55107)
C (-1.05662, 5.16475, 1.29083)
C (-1.93241, 5.35995, 2.34625)
C (-2.86417, 4.38522, 2.65673)
C (-2.91751, 3.21548, 1.92044)
H (-3.64444, 2.45559, 2.17060)
H (-3.54920, 4.53227, 3.47839)
H (-1.88853, 6.27042, 2.92604)
H (-0.32705, 5.92260, 1.04405)
H (-0.42358, 3.83531, -0.26634)
H (-2.84710, 1.06901, 0.45438)
S (-2.27974, 2.02208, -1.68949)
C (-1.57088, 0.55861, -2.39476)
C (-1.67724, -0.68693, -1.79189)
C (-1.09675, -1.79025, -2.39066)
C (-0.43164, -1.66402, -3.59805)
C (-0.34696, -0.42339, -4.20890)
C (-0.90984, 0.68684, -3.60979)
H (-0.83784, 1.66012, -4.07003)
H (0.16925, -0.31777, -5.15178)
H (0.01504, -2.52886, -4.06640)
H (-1.17358, -2.75323, -1.90639)
H (-2.20682, -0.80819, -0.85940)
H (-1.50342, 0.15497, 1.91770)
H (0.23318, -0.56990, 3.04232)
C (1.61333, 0.80515, 2.15100)
H (2.45496, 0.44005, 2.74157)
C (1.04384, 2.03576, 2.81156)
O (-0.02064, 2.10084, 3.36994)
O (1.86587, 3.08155, 2.71140)
H (1.46675, 3.86822, 3.11617)
H (1.98605, 1.09020, 1.16682)
H (0.93144, -2.76957, 3.06080)
H (1.76435, -4.78474, 1.91387)

## Properties
- Kohn-Sham gap (Ha) = 0.323
- LUMO (eV) = 0.63
- SMILES string = CC(C)Oc1ccc([C@@H](CC(=O)O)NC(=O)[C@H](Sc2ccccc2)c2ccccc2)cc1

***

# 4
Molecular formula: C2H4ClN4O2S
Method: DFT, ωB97M-V/def2-TZVPD

CARTESIAN COORDINATES (ANGSTROEM)
C (0.79298, 0.31258, -1.78408)
C (0.45142, -0.17189, 0.55309)
N (1.92252, 0.18078, -1.14327)
N (1.68026, -0.02692, 0.15781)
N (-0.37728, 0.00943, -1.19942)
N (-0.18477, -0.45339, 1.57591)
O (3.31454, -1.97261, -0.36290)
O (2.56607, -1.61618, 1.99955)
S (3.09860, -1.13224, 0.74738)
Cl (4.49723, 0.24221, 1.11386)
H (0.83650, 0.73428, -2.74233)
H (-1.24650, 0.48828, -1.31354)
H (-1.23717, -0.28772, 1.58333)
H (0.16166, -0.81006, 2.42953)

## Properties
- energy above the lowest of the compared OMol25 structures with the same formula, charge and spin (kJ/mol) = 266.3
- Kohn-Sham gap (Ha) = 0.304
- LUMO (eV) = -5.70
- charge = +1

***

# 5
Molecular formula: C54H48AsIN4Tc
Method: DFT, ωB97M-V/def2-TZVPD

CARTESIAN COORDINATES (ANGSTROEM)
Tc (0.35251, -0.03775, -0.48315)
C (-5.25819, 1.91695, -5.38625)
C (-4.59099, 2.78155, -4.53395)
C (-3.59059, 2.30275, -3.71025)
C (-3.25559, 0.94905, -3.70435)
C (-3.91109, 0.09295, -4.58515)
C (-4.90439, 0.57865, -5.41675)
C (-2.16569, 0.49175, -2.82185)
C (-0.89069, 1.03815, -3.08895)
C (-0.55249, 1.66885, -4.30645)
C (0.81841, 1.70045, -4.37145)
C (1.29871, 1.12785, -3.17135)
N (0.24831, 0.75715, -2.37345)
C (2.65671, 0.92285, -2.86265)
C (3.13981, 0.38295, -1.68475)
C (4.52531, 0.40805, -1.32125)
C (4.60611, 0.03535, -0.02265)
C (3.28361, -0.32455, 0.40485)
C (2.95781, -0.87565, 1.63795)
C (4.02631, -1.10565, 2.62965)
C (5.20751, -1.75205, 2.26225)
C (6.24851, -1.88795, 3.16025)
C (6.13151, -1.39815, 4.44865)
C (4.93771, -0.82035, 4.84715)
C (3.89121, -0.68575, 3.95315)
C (1.69561, -1.48235, 1.87735)
N (0.62091, -1.40215, 1.02845)
C (-0.17519, -2.48725, 1.30935)
C (-1.31379, -2.87715, 0.55975)
C (-1.86099, -4.22595, 0.77855)
C (-2.24519, -4.71605, 2.02195)
C (-2.60059, -6.04415, 2.17115)
C (-2.60289, -6.89825, 1.08095)
C (-2.28439, -6.40505, -0.17425)
C (-1.91539, -5.08315, -0.32325)
C (-1.88539, -2.14105, -0.46755)
C (-3.20459, -2.39365, -0.97935)
C (-3.50079, -1.38925, -1.83775)
C (-2.34209, -0.55325, -1.93025)
N (-1.37299, -1.02065, -1.06405)
C (0.37131, -3.21055, 2.39115)
C (1.52301, -2.56005, 2.77055)
N (2.39761, -0.10075, -0.63225)
C (3.62001, 1.28525, -3.92955)
C (4.07211, 0.28595, -4.78565)
C (4.91311, 0.59585, -5.83865)
C (5.31991, 1.90455, -6.03535)
C (4.88541, 2.89915, -5.17525)
C (4.03691, 2.59545, -4.12515)
H (-6.03539, 2.29075, -6.03615)
H (-4.84059, 3.83255, -4.52595)
H (-3.05679, 2.97545, -3.05595)
H (-3.62739, -0.94905, -4.64045)
H (-5.40259, -0.09215, -6.10095)
H (-1.25649, 1.97895, -5.05445)
H (1.42351, 2.06035, -5.17955)
H (5.31711, 0.72225, -1.97335)
H (5.48061, 0.02195, 0.59655)
H (5.29901, -2.16565, 1.26825)
H (7.15861, -2.37775, 2.85215)
H (6.95571, -1.47605, 5.14205)
H (4.82481, -0.46685, 5.86185)
H (2.96651, -0.23365, 4.27935)
H (-2.26569, -4.04705, 2.86805)
H (-2.86379, -6.41855, 3.14845)
H (-2.85779, -7.94025, 1.20595)
H (-2.30659, -7.05855, -1.03475)
H (-1.63429, -4.70355, -1.29545)
H (-3.83549, -3.20165, -0.65845)
H (-4.41839, -1.21825, -2.36655)
H (-0.01139, -4.12285, 2.80155)
H (2.21471, -2.85295, 3.53575)
H (3.75721, -0.73595, -4.62505)
H (5.24711, -0.18135, -6.51235)
H (5.98251, 2.14905, -6.85275)
H (5.20091, 3.92065, -5.32715)
H (3.69871, 3.36955, -3.45155)
C (-4.04739, 1.73545, 2.42255)
C (-3.28329, 2.41545, 1.27885)
C (-2.75609, 3.78185, 1.73915)
C (-4.22299, 2.58445, 0.07485)
C (-2.15439, 1.58925, 0.84545)
C (-1.24609, 0.96675, 0.33855)
H (-4.92999, 2.32415, 2.66775)
H (-3.42039, 1.65605, 3.31235)
H (-4.35839, 0.73435, 2.13135)
H (-3.57949, 4.38965, 2.10995)
H (-2.27219, 4.30355, 0.91675)
H (-2.02719, 3.65475, 2.54365)
H (-5.00179, 3.30905, 0.30315)
H (-4.69369, 1.63555, -0.17075)
H (-3.67139, 2.92455, -0.79735)
I (0.67421, 3.66955, -0.52395)
C (1.12051, 1.85745, 0.52495)
H (0.65181, 1.98295, 1.50415)
H (2.20121, 1.89775, 0.65465)
C (-1.46889, 2.41405, 5.67635)
As (-0.78999, 1.51455, 4.04515)
C (-0.94579, -0.35295, 4.67675)
C (1.09551, 1.81305, 4.51465)
H (-0.91909, 2.07405, 6.55205)
H (-2.52759, 2.21425, 5.83415)
H (-1.33619, 3.49245, 5.58085)
H (-1.45179, -0.39335, 5.63925)
H (0.03971, -0.80295, 4.77675)
H (-1.52009, -0.94415, 3.96285)
H (1.31761, 1.37155, 5.48505)
H (1.29841, 2.88355, 4.56305)
H (1.74831, 1.38105, 3.75795)

## Properties
- energy above the lowest of the compared OMol25 structures with the same formula, charge and spin (kJ/mol) = 24.5
- Kohn-Sham gap (spin up / spin down) (Ha) = 0.212 / 0.208
- LUMO (spin up / spin down) (eV) = -1.40 / -1.47
- spin multiplicity = 2

***

# 6
Molecular formula: C7H10FNO2S
Method: DFT, ωB97M-V/def2-TZVPD

CARTESIAN COORDINATES (ANGSTROEM)
C (-1.11358, 0.66446, -1.00902)
C (0.76337, 2.44281, 0.63419)
C (0.18347, 1.67012, 1.84592)
C (0.71506, 0.94118, 0.69220)
C (0.03431, -2.17748, -1.95083)
C (-1.20063, -0.85665, 0.99642)
C (-0.25812, 0.01418, -0.06475)
N (-1.90309, 1.08650, -1.79051)
O (1.66912, -0.29127, -1.74982)
O (1.62121, -1.77170, 0.20856)
F (-1.25222, -2.14521, 0.48409)
S (0.92538, -1.13454, -0.88889)
H (-0.04386, 2.90882, 0.07394)
H (1.70153, 2.96292, 0.34397)
H (0.52462, 1.93399, 2.82671)
H (-0.83168, 1.88837, 1.80956)
H (1.62720, 0.37665, 0.78339)
H (-0.64548, -2.70885, -1.39128)
H (-0.37581, -1.63311, -2.92450)
H (0.78725, -2.95144, -2.23817)
H (-0.73672, -0.87282, 2.11113)
H (-2.19136, -0.34694, 1.19770)

## Properties
- energy above the lowest of the compared OMol25 structures with the same formula, charge and spin (kJ/mol) = 116.8
- Kohn-Sham gap (Ha) = 0.418
- LUMO (eV) = 0.63
- SMILES string = CS(=O)(=O)[C@@](C#N)(CF)C1CC1

***

# 7
Molecular formula: H28HeO14
Method: DFT, ωB97M-V/def2-TZVPD

CARTESIAN COORDINATES (ANGSTROEM)
He (-0.34307, -0.23713, -0.53513)
O (0.26266, -3.18016, -2.48175)
H (0.70179, -2.68679, -1.78895)
H (-0.61060, -2.79199, -2.53624)
O (-1.95459, 3.51908, -1.12189)
H (-2.44799, 4.23690, -0.72501)
H (-1.25522, 3.33333, -0.49529)
O (0.27443, 3.29949, 0.58012)
H (0.95641, 2.63118, 0.64708)
H (0.73257, 4.07936, 0.26688)
O (-2.67426, 0.94921, -0.97034)
H (-2.60989, 1.87625, -1.19987)
H (-3.22851, 0.57090, -1.65292)
O (3.76113, -1.64109, 0.14397)
H (2.98866, -2.18832, 0.28562)
H (3.90233, -1.20333, 0.98343)
O (2.19899, 1.15207, 0.45863)
H (2.80362, 1.83446, 0.16708)
H (2.24361, 0.48376, -0.22518)
O (-2.31243, -2.33672, -2.02107)
H (-2.01674, -2.11400, -1.13835)
H (-2.79190, -1.56255, -2.31603)
O (-1.38075, -2.20466, 0.68374)
H (-1.35768, -1.88020, 1.58397)
H (-1.63961, -3.12251, 0.76601)
O (2.81695, -0.25574, -2.06231)
H (3.44511, -0.93241, -1.80977)
H (3.27693, 0.26504, -2.72067)
O (-1.00547, -0.54703, 3.38281)
H (-1.46755, 0.20989, 3.02257)
H (-0.09100, -0.26863, 3.43245)
O (1.60209, 0.54892, 3.07656)
H (1.89583, 1.32800, 3.54876)
H (1.67411, 0.78712, 2.15227)
O (1.21010, -2.94069, 0.46781)
H (1.25777, -3.72231, 1.01829)
H (0.30043, -2.65164, 0.53971)
O (-0.10435, 1.37993, -2.44410)
H (0.70425, 0.86844, -2.41618)
H (-0.62502, 1.04581, -1.71369)
O (-2.84826, 1.09584, 1.94890)
H (-2.84507, 1.14514, 0.99298)
H (-3.39980, 1.82778, 2.22512)

## Properties
- energy above the lowest of the compared OMol25 structures with the same formula, charge and spin (kJ/mol) = 10.1
- Kohn-Sham gap (Ha) = 0.376
- LUMO (eV) = 0.01

***

F_max per entry: 3.9 9.4 0.7 7.1 2.0 5.1 1.2 eV Å⁻¹